A molecular structure, C33H47NO29S2 at a distorted geometry, computed with wB97M-V/def2-TZVPD.

Orbital gap = 10.088 eV
HOMO energy = -9.939 eV
DFT total energy = -117517.96817 eV

Each line ends with the Löwdin charge.
Geometry (Å):
S -0.139 6.217 -2.070  0.62
S 2.097 6.067 0.182  0.88
O -1.299 -2.301 -0.787  0.13
O 2.419 5.452 5.785  0.17
O -4.474 5.912 0.268  -0.07
O 5.199 0.536 -9.767  0.06
O -5.832 -6.755 2.205  0.08
O -4.056 -6.684 0.852  0.07
O 4.005 3.143 -2.989  0.05
O -3.682 -0.427 1.493  0.06
O -0.525 -4.747 2.265  0.06
O 2.199 7.694 5.721  0.06
O -0.391 6.469 -0.467  -0.19
O 2.699 6.571 3.849  0.03
O 0.200 4.614 -2.062  -0.13
O -5.058 0.827 2.756  0.16
O 4.248 0.902 -2.958  0.16
O -1.306 -6.577 3.275  0.05
O 5.381 1.825 -7.943  0.05
O -5.559 0.403 0.596  0.05
O 0.455 -6.731 1.877  0.14
O 1.563 -10.216 4.232  0.06
O -4.330 -5.089 2.413  0.13
O 0.106 -3.816 -1.685  0.08
O 5.928 2.660 -9.964  0.17
O 4.449 2.042 -4.890  0.04
O 1.008 -9.195 6.147  0.06
O 0.686 -2.732 0.184  0.05
O -1.334 6.289 -2.835  -0.22
O 1.394 -11.417 6.131  0.16
O 0.855 7.072 -2.622  -0.25
N 0.022 5.209 1.535  0.10
C 1.164 -8.886 3.881  -0.13
C 2.437 6.471 5.180  -0.56
C -4.798 -0.137 -0.488  -0.12
C -1.975 -5.465 3.892  -0.10
C -4.793 0.314 1.719  -0.58
C 0.809 0.683 -0.448  0.13
C 4.297 4.139 -3.975  -0.11
C -1.095 3.254 -0.548  -0.10
C 1.329 -10.379 5.559  -0.57
C 5.009 -0.328 -8.643  -0.12
C 1.482 -4.128 -1.458  -0.11
C -0.382 -6.076 2.421  -0.56
C 0.186 4.075 -0.712  -0.42
C 5.542 1.762 -9.293  -0.56
C -4.674 -7.956 0.632  -0.11
C -3.821 -1.045 0.213  -0.13
C -2.436 4.038 -0.720  -0.14
C -3.757 5.040 1.156  -0.26
C -3.486 3.732 0.420  -0.15
C -4.707 -6.083 1.874  -0.54
C 2.535 8.677 4.740  -0.12
C 4.128 3.384 -5.269  -0.12
C -1.769 -4.362 2.885  -0.09
C 0.342 5.360 0.127  -0.73
C 1.275 1.786 -0.428  -0.11
C 4.691 0.643 -7.534  -0.14
C 2.404 7.910 3.447  -0.15
C 1.656 -3.769 -0.009  -0.11
C -6.057 -7.746 1.198  -0.11
C 1.473 3.265 -0.306  -0.14
C -0.268 -2.897 -0.769  -0.56
C 4.235 1.928 -3.552  -0.56
C 1.258 -8.158 5.197  -0.12
H -3.018 -5.688 4.064  0.12
H 1.680 -5.178 -1.658  0.14
H -2.534 -4.324 2.130  0.10
H 1.986 7.279 -0.416  -0.09
H -4.213 -2.056 0.350  0.13
H 3.555 9.022 4.922  0.13
H -1.065 2.504 -1.345  0.13
H -0.170 4.224 1.715  0.09
H -4.675 6.693 0.791  0.08
H -5.437 -0.665 -1.192  0.13
H 3.615 4.982 -3.888  0.14
H 0.522 -7.362 5.290  0.12
H 3.623 0.863 -7.467  0.14
H 5.319 4.492 -3.826  0.14
H -2.865 -1.101 -0.295  0.09
H 3.101 8.248 2.683  0.13
H 4.204 -1.035 -8.829  0.13
H -2.332 5.118 -0.827  0.08
H -4.684 -8.205 -0.426  0.14
H 1.822 -8.470 3.124  0.12
H -6.757 -7.348 0.461  0.14
H -1.496 -5.253 4.852  0.14
H 1.859 9.527 4.797  0.13
H 2.100 -3.519 -2.121  0.14
H -3.079 2.938 1.055  0.11
H 4.794 3.735 -6.053  0.13
H -2.824 5.536 1.462  0.11
H 1.417 -4.598 0.657  0.11
H 0.877 5.393 2.050  0.03
H 2.657 -3.408 0.217  0.14
H 5.043 0.304 -6.565  0.13
H 0.349 -0.291 -0.248  0.04
H -6.477 -8.651 1.631  0.14
H -4.416 3.417 -0.068  0.11
H -4.397 4.860 2.034  0.12
H 5.933 -0.881 -8.463  0.13
H 3.101 3.410 -5.639  0.14
H 1.735 3.420 0.743  0.11
H -4.110 -8.719 1.171  0.14
H -1.093 2.723 0.412  0.12
H -1.686 -3.381 3.351  0.14
H 0.147 -8.912 3.489  0.12
H 1.391 7.940 3.041  0.13
H 2.253 -7.745 5.379  0.14
H -4.301 0.686 -1.008  0.13
H -2.901 3.693 -1.652  0.12
H 2.287 3.524 -1.000  0.10